ORCA calculation (the ωB97M-V functional and the def2-TZVPD basis) on an isolated ion of composition C3H7N2O2S and charge +1.

Calculated values
LUMO level = -0.2126 Eh
total charge = +1
spin multiplicity = 1
E_HOMO = -15.310 eV
SMILES = C#[N+]S(=O)(=O)NCC
orbital gap = 9.527 eV

Structure (XYZ):
```
15
C3H7N2O2S (the ωB97M-V functional and the def2-TZVPD basis)
C -3.12159 -1.99439 -0.18942
C 2.02842 1.18914 -0.02118
C 1.28730 -0.12286 -0.41749
N -2.14423 -1.41607 -0.02127
N 0.30451 -0.23588 0.67850
O -1.31055 0.53501 -1.53341
O -1.88758 0.79524 1.38610
S -1.16511 0.22627 0.30209
H -4.05128 -2.50397 -0.52260
H 1.51441 2.15367 0.09646
H 2.29919 1.16244 1.13392
H 2.84681 1.30131 -0.69888
H 0.65226 -0.16012 -1.35172
H 2.05742 -0.99365 -0.40703
H 0.69001 0.06386 1.56594
```


ORCA calculation (the ωB97M-V functional and the def2-TZVPD basis) on C27H22N6O6S3Y as an isolated structure.

Calculated values
LUMO level = 0.0673 Eh
total charge = -1
spin multiplicity = 1
E_HOMO = -3.914 eV
orbital gap = 5.745 eV

Structure (XYZ):
```
65
C27H22N6O6S3Y (the ωB97M-V functional and the def2-TZVPD basis)
Y -14.11575 -16.59512 5.20362
N -17.29666 -14.71098 1.77205
C -16.67859 -15.45455 2.75624
S -15.05305 -15.85652 2.48419
N -17.41553 -15.84217 3.81623
N -16.83145 -16.64689 4.75307
C -17.73584 -17.28858 5.52143
C -17.53770 -18.09592 6.71667
C -18.64847 -18.47697 7.53725
C -18.51794 -19.29286 8.65775
C -17.23561 -19.66347 9.11963
C -16.12548 -19.13432 8.47675
C -16.19396 -18.38793 7.21738
O -15.13277 -17.96651 6.61099
H -16.62335 -14.21618 1.16563
H -18.15535 -14.19956 1.96671
H -18.75792 -17.06756 5.21297
H -19.63806 -18.17446 7.20409
H -19.41596 -19.58210 9.21216
H -17.12102 -20.27511 10.02575
H -15.17310 -19.26047 9.00184
C -10.02414 -16.22697 6.09571
C -10.54043 -17.26082 5.16392
N -11.80824 -17.43862 4.83058
C -11.81829 -18.53994 3.97004
C -10.50997 -18.96205 3.74615
N -9.72613 -18.15677 4.54409
C -9.88653 -19.93915 2.80241
O -10.68768 -20.71922 2.09873
O -8.66732 -19.98988 2.68226
C -13.10156 -19.05402 3.48979
O -13.13500 -20.05994 2.73263
O -14.12617 -18.44176 3.95328
H -10.58156 -16.35640 7.03284
H -10.36581 -15.23722 5.68961
H -8.95762 -16.31237 6.21041
H -8.69213 -18.22097 4.57488
H -11.69632 -20.52058 2.28758
S -15.61785 -14.90282 8.60185
C -14.45817 -15.46522 7.75343
N -13.49522 -15.91026 7.20091
O -13.48900 -14.28516 4.96114
S -14.32186 -12.97159 4.78751
C -13.39321 -12.07259 3.49897
C -14.19828 -11.35967 2.57294
C -13.61921 -10.69240 1.50304
C -12.24709 -10.68576 1.33004
C -11.45348 -11.31146 2.28929
C -12.02725 -12.03872 3.34184
C -13.99123 -11.87843 6.18402
C -14.79599 -10.74154 6.24307
C -14.78335 -9.90582 7.35349
C -13.79891 -10.10689 8.33755
C -12.92326 -11.19454 8.20633
C -13.00678 -12.08962 7.12271
H -15.25177 -11.21740 2.80485
H -14.25903 -10.19131 0.79455
H -11.80707 -10.23387 0.43933
H -10.36819 -11.30275 2.14931
H -11.39687 -12.58384 4.04503
H -15.45501 -10.57277 5.39281
H -15.52950 -9.09708 7.44232
H -13.71046 -9.44269 9.21902
H -12.16600 -11.32949 8.94133
H -12.28979 -12.91066 7.02435
```


ORCA calculation (the ωB97M-V functional and the def2-TZVPD basis) on a 2-piece molecular cluster, C3H2N6 overall.

Calculated values
LUMO level = -0.0145 Eh
spin multiplicity = 1
E_HOMO = -9.326 eV
SMILES = C1N=NN=C2N=C12.N#N
orbital gap = 8.932 eV

Structure (XYZ):
```
11
C3H2N6 (the ωB97M-V functional and the def2-TZVPD basis)
C 0.06953 1.07634 0.10218
C -0.99940 -1.14569 0.54116
C 0.26229 -0.35854 0.55860
N -0.78896 1.60565 -0.62919
N 1.20012 0.53757 0.73559
N -1.93168 0.62411 -0.82119
N 3.39812 0.33638 -0.43990
N 3.37752 1.17119 -1.15567
N -1.99309 -0.47223 -0.37641
H -1.00757 -2.18705 0.08578
H -1.58687 -1.18773 1.39907
```


ORCA calculation (the ωB97M-V functional and the def2-TZVPD basis) on C7H22FeN4O7 as an isolated structure.

Calculated values
LUMO level (spin up / spin down) = -0.0170 / -0.0188 Eh
spin multiplicity = 5
E_HOMO (spin up / spin down) = -4.226 / -4.618 eV
orbital gap (spin up / spin down) = 3.765 / 4.107 eV

Structure (XYZ):
```
41
C7H22FeN4O7 (the ωB97M-V functional and the def2-TZVPD basis)
O -3.69077 1.11281 -2.53110
H -3.95645 1.75298 -3.19036
Fe 0.30467 -0.26574 -0.06442
N 2.13573 0.44007 0.34667
N 0.03313 1.61637 0.05200
O 3.42663 -0.21055 0.56495
O -1.24582 2.25077 -0.09427
C 2.30338 1.78624 0.38967
C 1.06049 2.46150 0.28172
C 3.59282 2.46323 0.56120
C 0.87863 3.91356 0.35571
H 4.43443 1.82922 0.24755
H 3.73577 2.77774 1.62454
H 3.58995 3.41025 -0.03899
H -0.15462 4.17610 0.63891
H 1.12711 4.39442 -0.62216
H 1.59587 4.33398 1.10311
H 3.22952 -1.16578 0.54584
H -1.83059 1.51861 -0.38569
O 0.13683 -0.19106 2.62895
H 1.00326 0.11308 2.29884
H -0.48606 0.42202 2.18927
C -2.49441 0.46626 -2.95252
H -2.43071 -0.42726 -2.32579
H -1.64262 1.08295 -2.64222
H -2.43551 0.22106 -4.03119
O 1.14064 -0.97117 -1.92517
H 1.93399 -0.46412 -1.63161
H 1.24975 -1.82123 -1.45948
C -3.08738 -3.94900 1.03049
O -2.80770 -2.69537 0.38669
C -1.59879 -2.20966 0.39470
O -1.44314 -1.01882 -0.01107
N -0.56570 -2.95153 0.78693
N 0.75579 -2.33798 0.75753
H -2.55715 -4.78176 0.54336
H -4.15474 -4.03033 0.88745
H -2.83535 -3.91979 2.10224
H -0.75699 -3.89660 1.16784
H 1.10254 -2.26629 1.72129
H 1.40355 -2.96919 0.29860
```


ORCA calculation (the ωB97M-V functional and the def2-TZVPD basis) on one molecule with the formula C5H11NO.

Calculated values
LUMO level = 0.0380 Eh
spin multiplicity = 1
E_HOMO = -9.163 eV
SMILES = CCN1C[C@H]1CO
orbital gap = 10.197 eV

Structure (XYZ):
```
18
C5H11NO (the ωB97M-V functional and the def2-TZVPD basis)
C -2.07406 0.39045 -0.83674
C -1.54770 -0.53001 0.30107
N -0.13557 -0.45396 0.70733
C 0.39614 0.83911 1.11580
C 0.78511 0.22405 -0.17409
C 2.11378 -0.41590 -0.48117
O 2.86206 -0.78727 0.65065
H -2.91108 1.00982 -0.50482
H -2.41908 -0.21182 -1.68420
H -1.34420 1.08959 -1.25774
H -2.13704 -0.36689 1.21047
H -1.71630 -1.57548 0.01650
H -0.26789 1.70500 1.08563
H 1.08340 0.81367 1.95980
H 0.34441 0.67394 -1.05703
H 1.92477 -1.27932 -1.14180
H 2.71592 0.30304 -1.04658
H 2.32733 -1.42801 1.13693
```


ORCA calculation (the ωB97M-V functional and the def2-TZVPD basis) on a 2-piece molecular cluster, C10H16S overall.

Calculated values
LUMO level = 0.0325 Eh
spin multiplicity = 1
E_HOMO = -8.318 eV
SMILES = Cc1ccccc1.CCSC
orbital gap = 9.202 eV

Structure (XYZ):
```
27
C10H16S (the ωB97M-V functional and the def2-TZVPD basis)
C 1.38018 2.98122 -0.52564
C 2.27878 -0.68247 -0.90394
C 2.04797 0.65307 -1.24522
C 2.41170 -1.05332 0.42783
C 1.95844 1.61088 -0.24474
C 2.49873 -0.08424 1.40382
C 2.24308 1.24206 1.07419
H 2.10711 -1.40727 -1.68932
H 2.01551 0.88084 -2.30625
H 2.67066 -2.09254 0.60713
H 2.82005 -0.31704 2.41079
H 2.18946 3.61812 -0.85269
H 0.83024 3.42152 0.28326
H 2.17736 2.04236 1.79969
H 0.60346 2.90562 -1.28774
C -2.35238 -0.82300 -0.57614
C -2.93911 -1.60953 -1.76119
C -2.27888 -1.02057 2.27601
S -2.12681 -2.00046 0.76083
H -1.44594 -0.32033 -0.91496
H -3.06555 -0.03320 -0.32638
H -2.90193 -0.95392 -2.58802
H -3.92319 -1.97941 -1.50826
H -3.31993 -0.75378 2.46131
H -1.96091 -1.71741 3.03121
H -1.68420 -0.11439 2.21208
H -2.23388 -2.39280 -2.01766
```